# 1
# C3H7FSi

2 unconnected molecules or ions with the total composition C3H7FSi in a non-equilibrium geometry (ωB97M-V/def2-TZVPD, OMol25).

spin multiplicity = 1
molecular weight = 90.17 g mol⁻¹
relative energy (zero: lowest compared OMol25 entry of this formula, charge and spin) = 357.69 kJ/mol
E_HOMO (alpha / beta) = -9.1 / -8.1 eV

Element x y z (Å)
C  2.20  0.59  0.24
C  1.17  0.28  -0.46
C  -2.08  -0.44  -0.52
F  -2.09  0.93  -0.80
Si  -0.23  -0.79  0.28
H  3.13  1.13  0.05
H  2.28  0.06  1.26
H  1.08  0.88  -1.43
H  -2.36  -0.85  -1.47
H  -3.02  -0.47  0.06
H  -0.47  0.91  2.26
H  0.38  -2.22  0.53

---

# 2
# C6H14N2O

2 unconnected molecules or ions with the total composition C6H14N2O in a non-equilibrium geometry (ωB97M-V/def2-TZVPD, OMol25).

spin multiplicity = 1
structure (SMILES) = CC(C)(N)C=O.[H]/N=C\C
molecular weight = 130.19 g mol⁻¹
relative energy (zero: lowest compared OMol25 entry of this formula, charge and spin) = 181.76 kJ/mol
E_HOMO = -9.7 eV

Element x y z (Å)
C  -1.42  0.67  -0.78
C  -1.33  -0.52  0.17
C  -2.52  -1.46  -0.02
N  -1.28  0.00  1.55
C  -0.05  -1.32  -0.11
O  0.67  -1.79  0.77
H  -0.63  1.40  -0.59
H  -1.33  0.36  -1.83
H  -2.38  1.20  -0.68
H  -2.58  -1.79  -1.06
H  -2.42  -2.35  0.61
H  -3.46  -0.97  0.23
H  -2.22  0.18  1.89
H  -0.89  -0.73  2.15
H  0.16  -1.53  -1.17
H  4.35  1.02  -1.00
N  3.51  0.84  -1.57
C  2.45  0.93  -0.84
C  2.47  1.23  0.62
H  1.47  0.72  -1.30
H  2.70  0.31  1.18
H  1.49  1.60  0.94
H  3.23  1.99  0.84

---

# 3
# C2H5NO2S

2 unconnected molecules or ions with the total composition C2H5NO2S in a non-equilibrium geometry (ωB97M-V/def2-TZVPD, OMol25).

spin multiplicity = 1
molecular weight = 107.13 g mol⁻¹
relative energy (zero: lowest compared OMol25 entry of this formula, charge and spin) = 537.01 kJ/mol
E_HOMO (alpha / beta) = -7.2 / -7.7 eV

Element x y z (Å)
C  1.71  0.02  -0.08
C  0.53  -0.68  0.26
N  -1.50  0.13  -0.61
O  -2.17  -0.98  -0.30
O  0.12  -1.59  0.87
S  -1.89  1.49  0.35
H  2.48  -0.65  -0.36
H  1.49  0.77  -0.86
H  2.01  0.47  0.91
H  -1.67  -1.33  0.40
H  -1.11  2.34  -0.58

---

# 4
# C4H8O3

2 unconnected molecules or ions with the total composition C4H8O3 (ωB97M-V/def2-TZVPD, OMol25).

spin multiplicity = 1
structure (SMILES) = C[C@@H](O)C=O.C=O
molecular weight = 104.10 g mol⁻¹
relative energy (zero: lowest compared OMol25 entry of this formula, charge and spin) = 234.25 kJ/mol
E_HOMO = -10.2 eV

Element x y z (Å)
C  1.89  0.76  0.20
C  0.49  0.38  0.70
O  0.04  1.25  1.70
C  -0.39  0.46  -0.53
O  -1.20  1.33  -0.72
H  2.25  0.03  -0.54
H  2.58  0.79  1.04
H  1.85  1.75  -0.27
H  0.48  -0.64  1.09
H  -0.57  1.88  1.27
H  -0.16  -0.32  -1.30
C  -1.82  -1.92  -0.67
O  -1.94  -1.46  0.44
H  -2.21  -1.40  -1.57
H  -1.28  -2.87  -0.85

---

# 5
# C44H56AuBN7O4SSi

A molecular structure, C44H56AuBN7O4SSi in a non-equilibrium geometry (ωB97M-V/def2-TZVPD, OMol25).

spin multiplicity = 1
molecular weight = 1014.91 g mol⁻¹
relative energy (zero: lowest compared OMol25 entry of this formula, charge and spin) = 0.00 kJ/mol
net charge = -1
E_HOMO (alpha / beta) = -4.6 / -4.5 eV

Element x y z (Å)
Au  0.74  0.06  -0.58
N  -0.20  -5.94  -6.74
C  -0.61  -5.11  -5.70
C  -0.43  -3.73  -5.78
C  -0.82  -2.90  -4.74
C  -1.38  -3.45  -3.60
C  -1.56  -4.82  -3.49
C  -1.17  -5.65  -4.54
S  -2.03  -2.36  -2.35
O  -3.05  -3.10  -1.63
O  -2.42  -1.18  -3.06
N  -0.81  -1.91  -1.37
C  -0.18  -2.83  -0.61
N  -0.37  -4.18  -0.74
C  0.24  -4.97  0.13
C  1.06  -4.51  1.15
C  1.26  -3.14  1.17
N  0.68  -2.31  0.32
H  -0.15  -5.50  -7.64
H  -0.67  -6.83  -6.79
H  0.01  -3.30  -6.68
H  -0.70  -1.82  -4.81
H  -2.00  -5.22  -2.59
H  -1.31  -6.72  -4.47
H  0.07  -6.04  -0.01
H  1.54  -5.17  1.86
H  1.92  -2.68  1.90
C  3.87  1.88  -0.34
Si  3.19  0.16  -0.71
C  3.84  -0.26  -2.43
C  4.07  -1.07  0.42
C  4.76  -0.71  1.58
C  5.36  -1.66  2.40
C  5.31  -3.01  2.06
C  4.66  -3.39  0.90
C  4.04  -2.44  0.10
H  4.92  1.81  -0.01
H  3.29  2.40  0.43
H  3.85  2.48  -1.25
H  4.88  0.07  -2.52
H  3.23  0.23  -3.19
H  3.79  -1.34  -2.63
H  4.85  0.33  1.84
H  5.88  -1.34  3.30
H  5.77  -3.75  2.70
H  4.62  -4.44  0.61
H  3.53  -2.76  -0.81
C  0.46  3.03  4.35
C  1.33  2.20  3.38
C  2.79  2.59  3.61
C  1.04  0.71  3.56
C  1.83  -0.07  4.39
C  1.48  -1.39  4.65
C  0.33  -1.92  4.10
C  -0.48  -1.18  3.24
C  -1.77  -1.87  2.78
C  -2.38  -1.49  1.43
C  -2.83  -1.70  3.88
C  -0.09  0.13  2.95
N  -0.84  0.96  2.05
B  -0.64  1.21  0.64
N  -1.59  2.28  0.35
C  -2.33  2.52  1.52
C  -1.89  1.74  2.52
C  -1.92  3.06  -0.81
C  -3.19  2.91  -1.40
C  -3.54  3.76  -2.43
C  -2.67  4.74  -2.89
C  -1.43  4.89  -2.28
C  -1.03  4.06  -1.24
C  0.28  4.37  -0.53
C  0.12  5.64  0.31
C  1.48  4.51  -1.47
C  -4.20  1.86  -0.95
C  -5.40  2.53  -0.27
C  -4.69  0.99  -2.11
H  0.79  4.07  4.35
H  0.55  2.63  5.37
H  -0.59  3.01  4.07
H  1.06  2.48  2.36
H  3.06  2.50  4.66
H  2.94  3.63  3.31
H  3.45  1.96  3.02
H  2.72  0.35  4.86
H  2.10  -2.00  5.30
H  0.05  -2.95  4.32
H  -1.53  -2.93  2.74
H  -2.97  -0.57  1.49
H  -3.04  -2.29  1.09
H  -1.62  -1.37  0.66
H  -3.11  -0.64  3.98
H  -2.46  -2.04  4.85
H  -3.73  -2.26  3.63
H  -3.09  3.29  1.54
H  -2.24  1.68  3.54
H  -4.51  3.66  -2.90
H  -2.96  5.40  -3.70
H  -0.76  5.67  -2.63
H  0.50  3.54  0.15
H  -0.09  6.50  -0.33
H  1.04  5.85  0.87
H  -0.70  5.54  1.03
H  1.33  5.34  -2.18
H  1.63  3.60  -2.04
H  2.38  4.72  -0.90
H  -3.72  1.20  -0.23
H  -5.96  3.14  -0.99
H  -5.10  3.18  0.56
H  -6.08  1.77  0.13
H  -5.28  1.58  -2.82
H  -5.31  0.18  -1.73
H  -3.85  0.55  -2.64
O  -0.16  1.06  -2.65
N  0.37  0.33  -3.49
O  1.32  -0.32  -3.05

---

# 6
# C12H10OPS

2 unconnected molecules or ions with the total composition C12H10OPS in a non-equilibrium geometry (ωB97M-V/def2-TZVPD, OMol25).

spin multiplicity = 1
molecular weight = 233.25 g mol⁻¹
net charge = -1
E_HOMO (alpha / beta) = -3.8 / -3.7 eV

Element x y z (Å)
C  -3.27  -0.80  -0.83
C  1.93  2.66  -0.26
C  -2.23  -0.96  -1.68
C  -3.07  -0.99  0.55
C  1.98  1.59  -1.13
C  1.88  2.36  1.09
C  -0.98  -1.16  -1.16
C  -1.83  -1.23  1.04
C  1.78  0.32  -0.66
C  1.70  1.10  1.59
C  -0.79  -1.28  0.18
C  1.47  0.10  0.66
O  0.52  -1.41  2.56
P  0.80  -1.48  1.09
S  2.73  -3.30  -0.93
H  -4.26  -0.69  -1.16
H  2.08  3.65  -0.62
H  -2.33  -0.88  -2.86
H  -3.85  -0.99  1.33
H  2.05  1.88  -2.26
H  1.70  3.24  1.73
H  -0.10  -1.04  -1.77
H  -1.46  -1.05  2.08
H  1.78  -0.52  -1.23
H  1.77  0.88  2.64

---

# 7
# C4H11NS

2 unconnected molecules or ions with the total composition C4H11NS in a non-equilibrium geometry (ωB97M-V/def2-TZVPD, OMol25).

spin multiplicity = 2
molecular weight = 105.21 g mol⁻¹
relative energy (zero: lowest compared OMol25 entry of this formula, charge and spin) = 251.03 kJ/mol
net charge = +1
E_HOMO (alpha / beta) = -13.6 / -13.3 eV

Element x y z (Å)
C  0.78  0.75  0.29
C  1.23  0.96  -1.51
C  1.57  -0.18  -0.75
S  -0.84  -2.40  1.04
C  -0.76  0.88  0.17
N  -1.14  2.13  -0.42
H  0.91  0.18  1.22
H  1.19  1.71  0.61
H  0.29  1.10  -2.02
H  2.06  1.65  -1.63
H  1.02  -1.11  -0.80
H  2.65  -0.35  -0.78
H  -0.28  -2.89  2.16
H  -1.15  0.04  -0.41
H  -1.15  0.74  1.18
H  -2.12  2.28  -0.56
H  -0.65  2.97  -0.11

---

# 8
# C12H8N4O3S4Y

A molecular structure, C12H8N4O3S4Y (ωB97M-V/def2-TZVPD, OMol25).

spin multiplicity = 1
molecular weight = 473.39 g mol⁻¹
net charge = -1
E_HOMO = -4.9 eV

Element x y z (Å)
Y  -0.45  0.72  0.95
S  1.53  0.62  -0.80
C  1.07  2.35  -1.15
C  2.04  2.90  -2.07
N  2.80  3.30  -2.83
C  -0.87  3.48  -0.28
S  -2.15  2.81  0.83
C  -1.24  4.85  -0.62
N  -1.54  5.92  -0.89
O  -2.03  -0.50  -0.22
N  -1.91  -1.74  -0.40
N  -1.04  -2.26  0.38
O  -0.38  -1.51  1.22
C  -0.74  -3.65  0.30
C  -1.59  -4.52  -0.37
C  -1.26  -5.86  -0.43
C  -0.10  -6.33  0.17
C  0.73  -5.45  0.84
C  0.42  -4.10  0.92
H  -2.49  -4.14  -0.83
H  -1.91  -6.55  -0.95
H  0.15  -7.39  0.12
H  1.64  -5.81  1.31
H  1.06  -3.40  1.43
C  1.41  5.58  0.72
O  1.37  4.56  -0.27
C  0.73  3.37  0.07
S  1.11  2.78  1.73
S  -0.66  2.42  -1.75
H  1.70  6.48  0.19
H  2.14  5.34  1.49
H  0.43  5.73  1.18

---

Q: What is the spin multiplicity in the sixth record?
A: 1